1.
A structure of composition C3H7FMgO2 at a distorted geometry, computed with wB97M-V/def2-TZVPD.

Element x y z (Å)
1 Mg 1.298 0.913 -0.604
2 F 2.361 -0.003 0.671
3 O -1.090 -1.092 -0.357
4 O -0.333 1.763 -0.404
5 C 0.171 -1.665 -0.022
6 C -1.589 1.301 -0.045
7 C -1.623 -0.121 0.512
8 H -2.673 -0.404 0.688
9 H -0.224 -2.519 0.562
10 H -2.056 1.948 0.728
11 H 0.944 -2.389 -0.354
12 H -1.083 -0.148 1.480
13 H -2.267 1.320 -0.924
14 H 1.225 -1.071 0.636

Force components x, y, z for each atom (eV/Å):
-0.6 -0.7 1.8
0.4 1.2 -1.1
1.1 0.4 -2.8
1.0 -0.2 -0.2
2.4 -1.2 5.4
-0.6 -0.2 -0.4
0.3 0.3 1.0
0.2 0.1 0.0
0.6 0.5 1.5
0.2 -0.1 -0.2
-1.0 0.7 -3.5
-0.2 -0.1 -0.3
0.2 0.1 0.2
-4.0 -0.8 -1.2

Properties
spin multiplicity	1
HOMO energy	-0.331	Ha
frontier orbital gap	7.60	eV
E	-15479.671	eV
maximum force	0.1168	Eh/bohr
molar mass	118.39	g mol⁻¹

=====

2.
A cluster of 2 separate species, C3H7FN2O in total at a distorted geometry, computed with wB97M-V/def2-TZVPD.

Element x y z (Å)
1 F -1.659 -0.125 1.773
2 O -2.073 0.077 -0.818
3 N 2.393 -1.361 -0.615
4 N -2.382 1.050 0.078
5 C 1.557 -0.454 -0.029
6 C 1.109 0.654 -0.662
7 C -2.330 0.893 1.298
8 H 0.585 1.366 -0.147
9 H 2.314 -2.325 -0.246
10 H -2.525 1.805 1.857
11 H -1.983 -0.699 -0.257
12 H 1.296 0.816 -1.675
13 H 2.341 -1.226 -1.672
14 H 1.357 -0.471 1.116

Force components x, y, z for each atom (eV/Å):
0.2 -1.7 1.8
0.0 -0.2 0.9
0.1 -1.2 -1.4
-1.9 1.9 -2.9
-1.0 2.6 1.8
1.1 -2.7 1.0
1.0 1.5 -0.3
-1.3 1.6 1.2
0.1 1.0 -0.9
0.0 -0.7 0.8
0.5 -0.8 -0.3
0.2 0.2 -1.6
0.3 -0.9 2.1
0.5 -0.6 -2.1

Properties
spin multiplicity	1
HOMO energy	-0.298	Ha
frontier orbital gap	8.88	eV
E	-10966.058	eV
maximum force	0.0758	Eh/bohr
SMILES string	O/N=C\F.C=CN
molar mass	106.10	g mol⁻¹

=====

3.
A cluster of 2 separate species, C3H7FO in total at a distorted geometry, computed with wB97M-V/def2-TZVPD.

Element x y z (Å)
1 F -1.726 0.412 -0.244
2 O -0.375 -1.025 1.948
3 C -0.412 0.077 -0.061
4 C 0.042 -1.034 -0.905
5 C 0.329 1.319 0.063
6 H 0.149 -0.757 -1.971
7 H 1.188 1.254 0.699
8 H -0.746 -1.910 -0.770
9 H 0.089 -0.460 2.546
10 H -0.304 2.110 0.507
11 H 0.793 1.494 -1.029
12 H 0.972 -1.479 -0.782

Force components x, y, z for each atom (eV/Å):
1.3 -1.2 0.4
-0.8 0.6 -3.6
-1.2 -0.6 1.7
-3.3 -2.2 -0.7
1.4 1.1 -1.2
-0.9 0.3 0.3
0.6 -0.4 0.3
1.6 1.8 -0.5
0.6 0.9 0.6
0.3 -0.2 -0.9
-1.3 0.2 2.3
1.8 -0.4 1.4

Properties
spin multiplicity	1
HOMO energy (alpha / beta)	-0.346 / -0.345	Ha
frontier orbital gap (alpha / beta)	9.00 / 8.98	eV
E	-7985.976	eV
maximum force	0.0781	Eh/bohr
molar mass	78.09	g mol⁻¹

=====

4.
A cluster of 2 separate species, C3H7FO in total at a distorted geometry, computed with wB97M-V/def2-TZVPD.

Element x y z (Å)
1 F 1.389 -1.423 -0.046
2 O -1.832 0.133 -0.148
3 C 0.561 -0.200 -0.425
4 C -0.708 -0.643 0.434
5 C 1.067 1.086 0.122
6 H 0.091 -0.196 -1.408
7 H -2.721 -1.233 -0.672
8 H -0.592 -0.402 1.460
9 H 1.929 1.424 -0.547
10 H 1.125 1.042 1.241
11 H -0.849 -1.713 0.235
12 H 0.539 2.123 -0.247

Force components x, y, z for each atom (eV/Å):
-0.2 2.6 -1.5
-2.0 -5.1 -0.7
-3.0 -2.4 3.4
-0.1 0.8 -3.2
0.9 3.1 -2.1
1.3 -0.3 -0.5
2.2 4.3 1.3
0.0 0.1 1.0
0.2 -0.9 1.8
0.6 0.4 -1.3
0.2 0.5 0.5
-0.2 -3.0 1.2

Properties
spin multiplicity	1
HOMO energy	-0.375	Ha
frontier orbital gap	8.55	eV
E	-7983.613	eV
maximum force	0.1073	Eh/bohr
molar mass	78.09	g mol⁻¹

=====

5.
A structure of composition C3H7FO3 at a distorted geometry, computed with wB97M-V/def2-TZVPD.

Element x y z (Å)
1 F -1.009 1.608 0.638
2 O -1.413 0.397 -1.169
3 O 1.013 0.547 -0.506
4 O -1.033 -0.567 0.859
5 C -0.776 0.467 -0.047
6 C -1.055 -1.835 0.205
7 C 1.843 1.170 0.322
8 H 2.861 1.165 -0.242
9 H -0.868 0.740 -1.907
10 H 2.100 0.572 1.251
11 H -1.256 -2.503 0.937
12 H -1.931 -1.991 -0.542
13 H -0.105 -2.000 -0.443
14 H 1.628 2.229 0.644

Force components x, y, z for each atom (eV/Å):
0.5 -0.4 -0.4
0.1 -0.1 -1.9
-5.8 -1.3 -1.3
0.6 1.5 -2.4
2.9 -0.1 3.2
0.2 1.1 -4.5
3.7 0.7 1.9
-1.4 0.4 0.8
-0.2 -0.1 0.6
-0.5 0.6 -0.6
0.1 -2.3 2.3
1.2 0.8 1.2
-1.4 0.1 1.6
-0.1 -0.9 -0.5

Properties
spin multiplicity	1
HOMO energy	-0.355	Ha
frontier orbital gap	10.37	eV
E	-12082.018	eV
maximum force	0.1183	Eh/bohr
molar mass	110.08	g mol⁻¹

=====

6.
An isolated molecule of C3H7FOS at a distorted geometry, computed with wB97M-V/def2-TZVPD.

Element x y z (Å)
1 S 1.954 -1.424 0.508
2 F -1.134 -1.553 0.430
3 O -0.451 1.645 -0.829
4 C 0.728 -0.197 1.271
5 C -0.667 -0.285 0.483
6 C -0.650 0.296 -0.998
7 H 1.263 0.826 1.155
8 H -0.400 2.046 -1.739
9 H 0.624 -0.301 2.290
10 H 0.266 -0.175 -1.440
11 H -1.391 0.310 1.097
12 H -1.641 0.019 -1.503
13 H 1.500 -1.207 -0.726

Force components x, y, z for each atom (eV/Å):
-0.7 0.5 1.0
-0.1 -1.0 0.1
0.0 2.1 -1.9
0.9 1.3 -4.3
0.5 2.2 0.4
0.1 -2.3 1.7
-1.4 -1.5 -0.1
0.0 -0.4 1.5
-0.3 -0.9 2.2
-1.2 0.2 -0.5
0.4 -0.3 -0.6
1.5 0.2 0.5
0.2 -0.1 -0.1

Properties
spin multiplicity	1
HOMO energy	-0.333	Ha
frontier orbital gap	9.72	eV
E	-18823.582	eV
maximum force	0.0897	Eh/bohr
SMILES string	OC[C@@H](F)CS
molar mass	110.15	g mol⁻¹

=====

7.
A cluster of 2 separate species, C3H7FOS in total at a distorted geometry, computed with wB97M-V/def2-TZVPD.

Element x y z (Å)
1 S 1.062 0.004 0.304
2 F -4.548 -0.934 -0.267
3 O -3.499 1.676 -0.249
4 C -3.397 -0.683 0.352
5 C 2.704 0.104 -0.634
6 C -2.971 0.728 0.214
7 H 3.265 0.602 0.189
8 H 2.611 0.628 -1.664
9 H 1.542 0.458 1.439
10 H -2.631 -1.332 -0.123
11 H -3.780 -0.821 1.446
12 H 2.873 -0.957 -0.869
13 H -2.111 0.874 0.805

Force components x, y, z for each atom (eV/Å):
-0.1 0.0 -1.3
-2.1 -0.4 -1.9
-1.3 0.9 -1.4
-0.9 -0.4 1.2
-1.6 0.1 -0.4
0.2 -0.3 1.3
0.5 -0.6 -1.5
0.1 -0.4 2.2
0.2 0.2 0.6
0.0 0.1 1.2
2.1 0.0 -1.2
0.8 0.6 0.5
2.0 0.2 0.9

Properties
spin multiplicity	1
HOMO energy	-0.344	Ha
frontier orbital gap	10.06	eV
E	-18822.636	eV
maximum force	0.0562	Eh/bohr
SMILES string	O=CCF.CS
molar mass	110.15	g mol⁻¹

=====

8.
An isolated molecule of C3H7FOSi at a distorted geometry, computed with wB97M-V/def2-TZVPD.

Element x y z (Å)
1 Si 0.423 0.421 -0.054
2 F 1.628 0.188 -1.106
3 O 1.331 1.718 1.033
4 C -1.131 1.348 -0.963
5 C 0.428 -1.082 1.050
6 C 0.634 -2.332 0.573
7 H 0.553 -2.630 -0.497
8 H -0.767 1.882 -1.894
9 H -2.026 0.761 -1.168
10 H 2.179 2.124 0.742
11 H -1.404 2.152 -0.257
12 H 0.615 -0.854 2.117
13 H 0.530 -3.212 1.219

Force components x, y, z for each atom (eV/Å):
2.2 3.8 1.0
-0.7 -0.2 -0.4
-1.6 -1.9 -1.7
1.8 0.1 0.6
0.8 -0.4 -0.4
-1.8 0.2 -0.2
0.2 0.7 0.7
-0.3 -0.9 1.0
0.3 -0.2 0.0
-1.1 -0.8 -0.2
0.1 -0.3 -0.2
-0.7 -0.4 -0.5
0.8 0.4 0.1

Properties
spin multiplicity	1
HOMO energy	-0.377	Ha
frontier orbital gap	10.89	eV
E	-15868.592	eV
maximum force	0.0864	Eh/bohr
SMILES string	C=C[Si@@](C)(O)F
molar mass	106.17	g mol⁻¹

=====

Which formula does entry 1 have? C3H7FMgO2